C38H44BeN5O4P2S2 as an isolated structure in a non-equilibrium geometry. Source: the Open Molecules 2025 dataset; level of theory: ωB97M-V/def2-TZVPD.

Total charge   +1
Orbital gap   8.022 eV
E   -3542.9539 Eh
Maximum force   0.055 hartree/bohr
Lowest unoccupied orbital energy   -3.07 eV
HOMO level   -0.408 Ha

Last column: Mulliken charge in e.
CARTESIAN COORDINATES (ANGSTROEM)
Be -0.398 -1.093 -0.349  -0.63
O -1.626 -3.332 0.013  -0.63
N -0.598 -2.816 -0.730  1.33
C -0.125 -3.671 -1.544  -0.92
C 0.908 -3.422 -2.604  0.55
C 1.282 -4.537 -3.347  -0.76
C 2.133 -4.436 -4.473  -0.75
C 2.566 -3.188 -4.840  -0.82
C 2.141 -2.053 -4.125  -0.45
C 1.307 -2.109 -3.006  0.34
P 0.999 -0.637 -2.033  2.24
C 0.378 0.593 -3.304  0.16
C 0.615 1.919 -3.059  -0.73
C 0.199 2.843 -4.039  -1.28
C -0.490 2.390 -5.197  -0.15
C -0.699 1.028 -5.462  -1.25
C -0.282 0.143 -4.473  -0.44
C 2.662 0.016 -1.600  0.40
C 3.029 -0.259 -0.292  0.24
C 4.315 -0.032 0.152  -0.84
C 5.221 0.628 -0.702  -0.80
C 4.794 1.001 -2.002  -0.62
C 3.560 0.694 -2.490  -0.12
H -2.052 -2.548 0.422  0.44
H -0.625 -4.640 -1.578  0.43
H 0.902 -5.542 -3.086  0.38
H 2.534 -5.298 -5.059  0.35
H 3.261 -3.046 -5.680  0.43
H 2.456 -1.097 -4.527  0.24
H 1.088 2.246 -2.169  0.91
H 0.382 3.886 -3.853  0.45
H -0.918 3.141 -5.836  0.48
H -1.269 0.659 -6.317  0.41
H -0.456 -0.914 -4.545  0.53
H 2.340 -0.676 0.409  -0.25
H 4.591 -0.207 1.148  0.59
H 6.244 0.800 -0.437  0.44
H 5.492 1.481 -2.690  0.40
H 3.339 0.815 -3.587  0.23
O -0.036 -1.027 1.173  0.36
P -0.501 -0.604 2.592  -1.50
N 0.619 0.305 3.357  0.40
C 1.762 -0.345 4.088  -0.23
C 2.559 0.856 4.573  -0.91
C 2.507 1.785 3.375  -0.68
C 1.133 1.552 2.768  -0.22
N -1.819 0.258 2.720  0.79
C -3.069 -0.329 2.201  -0.01
C -4.009 0.890 2.197  -0.66
C -3.527 1.738 3.401  -0.88
C -2.031 1.656 3.225  -0.11
N -0.701 -2.022 3.326  0.74
C -0.041 -3.226 2.858  -0.04
C -0.198 -4.282 3.974  -0.74
C -0.373 -3.399 5.197  -0.70
C -1.183 -2.224 4.717  -0.43
H 2.364 -0.941 3.392  0.32
H 1.482 -0.960 4.974  -0.01
H 3.597 0.595 4.732  0.43
H 2.095 1.316 5.446  0.36
H 3.237 1.471 2.656  0.14
H 2.713 2.822 3.645  0.41
H 1.125 1.455 1.739  0.07
H 0.407 2.355 2.933  0.25
H -3.456 -1.125 2.911  0.32
H -2.915 -0.744 1.216  -0.17
H -5.070 0.694 2.316  0.51
H -3.868 1.465 1.297  -0.05
H -3.864 1.288 4.358  0.31
H -3.810 2.782 3.303  0.43
H -1.419 1.849 4.122  0.38
H -1.747 2.411 2.454  -0.11
H 1.058 -2.984 2.772  0.20
H -0.433 -3.552 1.907  0.00
H 0.690 -4.890 3.988  0.41
H -1.087 -4.930 3.803  0.33
H 0.636 -3.058 5.547  0.12
H -0.787 -3.848 6.062  0.52
H -1.060 -1.235 5.207  0.36
H -2.272 -2.492 4.854  0.33
O 0.083 4.106 -0.537  -0.70
S -1.204 3.545 -0.244  1.26
O -2.018 4.025 0.849  -0.72
N -1.086 1.897 -0.138  0.34
C -1.859 1.403 -1.061  0.89
S -2.151 -0.255 -1.288  -0.74
C -2.468 2.306 -2.072  -0.39
C -3.099 2.066 -3.308  -0.77
C -3.458 3.140 -4.037  -0.82
C -3.111 4.487 -3.615  -0.57
C -2.453 4.682 -2.445  -0.86
C -2.175 3.572 -1.691  0.68
H -3.372 1.051 -3.583  0.51
H -3.981 2.922 -4.946  0.49
H -3.400 5.290 -4.266  0.47
H -2.156 5.706 -2.105  0.44